No. 1
Formula: C45H37BBrO14
Source: the Open Molecules 2025 dataset
Level of theory: ωB97M-V with the def2-TZVPD basis set

```
98
Properties=species:S:1:pos:R:3:mulliken_charge:R:1
C -2.995 2.650 -2.999 0.16
C -2.689 6.554 1.425 -0.37
C 1.032 2.072 0.626 -0.53
H 0.500 4.705 -2.933 -0.34
H -2.446 2.548 -2.071 0.31
H 2.142 4.390 -1.952 -0.34
C 3.780 -4.659 1.197 -0.36
C -4.855 2.690 6.351 -0.40
H -4.904 5.842 3.993 0.40
C 7.784 -0.105 -1.572 0.32
H 0.546 6.409 3.668 0.43
H -0.215 -1.409 -2.654 0.56
H -3.462 5.050 -5.495 0.42
C 1.081 -7.379 -1.526 0.29
C 0.763 2.505 -1.976 -0.35
O -2.148 4.821 -3.273 -0.47
H 1.701 -10.554 -2.733 0.41
O 0.614 5.300 1.315 -0.50
C -1.605 5.939 0.953 -0.16
C -0.624 -3.964 -0.367 0.29
O 1.326 -11.251 -0.265 -0.56
C -0.628 -2.265 -2.134 -0.50
H 2.129 -1.959 2.682 0.38
C -2.474 -3.992 -1.972 -0.50
O -2.632 5.159 5.111 -0.42
C -2.847 3.938 -3.713 0.14
C 3.410 -3.251 1.466 0.15
H -4.898 3.229 -6.401 0.39
C -1.885 -4.523 -0.902 -0.20
H -1.486 7.546 4.547 0.34
C 1.252 -10.099 -0.639 0.30
H -1.574 5.478 -0.030 0.63
C 5.374 -0.276 -1.149 0.02
B 0.940 4.155 -1.953 0.81
C -3.724 3.365 6.155 -0.38
H 4.516 -0.560 -0.555 0.36
H 0.040 2.261 -2.788 0.08
H -4.904 1.817 6.988 0.39
H 1.063 -3.834 3.929 0.43
H 3.464 -6.697 1.680 0.47
C 2.386 -2.997 2.503 -0.09
C -1.890 -2.823 -2.670 0.26
H -3.606 6.629 0.853 0.46
C 7.506 0.553 -2.869 -0.43
C -4.947 4.971 4.627 -0.08
H 0.124 0.775 -0.845 -0.29
C 1.395 -8.474 -2.471 -0.44
C -4.502 1.840 -4.757 0.35
H -2.791 3.076 6.622 0.42
C 2.183 -5.406 2.900 0.33
C 0.860 -7.738 -0.107 -0.17
H 6.035 1.255 -4.221 0.44
H 0.880 -2.408 -0.654 0.52
H 8.368 0.836 -3.460 0.39
C -2.696 7.172 2.767 0.54
C 6.624 -0.501 -0.745 -0.32
O -0.087 -4.447 0.613 -0.46
H 0.632 -6.920 0.568 0.54
C -0.042 -2.799 -1.064 -0.23
C -3.764 1.675 -3.485 -0.40
Br 2.257 0.499 0.816 -0.28
C -0.363 5.856 1.755 0.14
H 0.779 -9.284 1.338 0.48
O 8.925 -0.312 -1.203 -0.59
H 1.757 2.064 -2.175 -0.17
O 3.922 -2.339 0.853 -0.42
H 1.685 2.951 0.629 0.32
C -6.119 3.103 5.702 0.31
C -0.372 6.478 3.098 -0.51
H -2.296 -5.377 -0.378 0.44
C 1.816 -3.999 3.169 -0.48
C 6.258 0.777 -3.276 -0.34
O -7.149 2.487 5.885 -0.56
C -6.078 4.293 4.826 -0.53
H 6.847 -0.980 0.201 0.45
H -0.868 2.176 -0.461 0.13
H 4.530 -4.824 0.434 0.46
H -3.884 0.726 -2.979 0.42
C 0.938 -9.002 0.305 -0.38
C 3.209 -5.660 1.863 -0.32
O -2.429 -2.344 -3.646 -0.58
C -4.352 3.127 -5.472 -0.44
H 1.555 -8.191 -3.504 0.43
H -3.397 -4.385 -2.379 0.42
H 0.431 2.080 1.549 0.40
C 5.096 0.380 -2.447 0.15
C -3.584 4.102 -4.987 -0.35
O 1.665 -6.323 3.506 -0.63
C -1.459 7.086 3.569 -0.43
O -5.206 0.953 -5.200 -0.59
C -3.680 4.558 5.277 0.43
O 1.008 -6.227 -1.896 -0.49
C 1.473 -9.738 -2.058 -0.39
H -7.012 4.580 4.360 0.43
O 3.963 0.583 -2.821 -0.46
O -3.688 7.735 3.198 -0.67
C 0.179 1.874 -0.670 0.22
H 0.518 4.598 -0.919 -0.42
```

As for the lowest unoccupied orbital energy: -0.37 eV. As for the HOMO-LUMO gap: 4.2027 eV. As for the net charge: -1. As for the max |F|: 0.9 eV Å⁻¹.

=====

No. 2
Formula: C45H38BrClIN6O4PPb
Source: the Open Molecules 2025 dataset
Level of theory: ωB97M-V with the def2-TZVPD basis set

```
98
Properties=species:S:1:pos:R:3:mulliken_charge:R:1
C -3.380 0.940 -0.575 1.54
C 2.634 -4.843 2.516 -1.69
H 4.725 -1.893 -2.571 0.44
C -3.747 2.062 2.544 -0.55
C -2.043 0.045 -3.857 -0.66
O 0.273 0.117 4.206 -0.62
H 3.564 0.191 7.286 0.40
N 2.196 0.359 2.257 0.60
Br -2.941 3.429 -1.903 -0.19
H 2.940 -5.890 2.491 0.42
H -4.267 1.169 2.849 0.51
H -3.406 -3.140 -2.136 0.39
H -2.324 0.979 -0.335 0.02
H 1.311 3.487 -5.620 0.41
N 0.627 -2.168 1.746 -0.38
C 0.831 1.977 -4.179 -0.46
C -1.819 -1.708 -2.209 -0.48
H 0.799 4.846 -1.591 0.43
H 1.290 5.322 -3.969 0.41
C -4.136 -0.149 -0.160 0.46
C -0.691 3.751 1.872 -0.22
C 3.944 0.293 3.920 0.17
C -5.321 1.888 -1.674 -0.60
C -6.067 0.789 -1.262 -0.88
H 1.671 5.945 1.669 0.44
C 4.891 0.387 2.874 -0.98
H -6.046 -1.072 -0.169 0.50
H 2.697 0.575 0.306 0.19
N -2.381 2.102 2.481 -0.07
H 2.461 -4.401 -0.211 0.38
C 1.663 -5.025 0.193 -1.59
C 0.963 -3.262 1.716 -0.63
H -4.650 -2.106 -4.010 0.37
C 1.473 -1.031 -3.009 0.54
H 5.944 0.398 3.120 0.43
N 0.334 2.934 1.758 0.59
C 3.092 0.470 1.311 -0.62
C 1.077 4.309 -3.651 -0.69
H -5.275 3.614 2.058 0.44
C -5.480 -0.217 -0.510 -0.68
C 1.156 -1.902 -4.047 -0.30
C 3.725 -1.896 -2.986 -0.74
H -1.678 0.954 -4.320 0.45
H 0.154 -1.911 -4.457 0.44
H 5.179 0.556 0.761 0.53
C -3.238 -0.519 -4.283 -0.81
H -3.803 -0.050 -5.077 0.41
C 1.091 5.040 1.710 -0.98
C -2.065 3.308 2.066 -0.06
H -7.112 0.722 -1.540 0.38
H 2.433 3.300 1.572 0.43
N -3.181 4.054 1.865 0.01
H 1.867 -3.447 -5.353 0.43
C 4.276 0.246 5.289 0.58
C 1.091 3.277 -4.582 -0.71
C 1.508 0.173 4.537 0.70
C 2.766 -1.032 -2.487 -0.51
H -1.281 -2.131 -1.369 0.33
C -4.263 3.265 2.165 -0.62
C 1.448 3.727 1.663 -0.57
H 0.774 -4.888 -0.423 0.33
Pb -0.383 0.213 1.895 2.10
C 3.399 -2.770 -4.016 -0.51
H -0.685 -5.375 1.620 0.37
C 2.119 -2.767 -4.549 -0.75
C 4.472 0.478 1.576 -0.95
H 0.504 -6.577 2.157 0.43
H 3.010 -0.355 -1.679 0.20
H -0.851 5.862 1.954 0.19
C 1.946 0.165 5.870 -0.30
C 1.374 -4.671 1.658 2.25
C -3.715 -1.673 -3.679 -0.59
O -2.292 -1.124 0.975 -0.56
C -3.012 -2.266 -2.637 -0.54
N -0.278 5.044 1.844 -0.05
C 0.806 4.043 -2.317 -0.46
H 2.444 -4.561 3.551 0.40
H -3.232 4.968 1.450 0.23
H 0.342 2.512 -0.871 0.29
O 0.348 0.003 -0.727 1.14
C 0.222 -5.525 2.205 -1.69
C -3.985 1.936 -1.318 -0.34
I 0.465 0.100 7.339 0.00
C -3.516 -1.275 0.679 -0.40
H 3.453 -4.231 2.136 0.37
C -1.331 -0.555 -2.825 1.01
H 0.862 1.169 -4.902 0.47
Cl 5.950 0.262 5.785 -0.29
C 3.292 0.198 6.239 -0.37
H -5.760 2.678 -2.266 0.45
O -4.264 -2.196 1.010 -0.81
P 0.245 0.046 -2.214 -0.07
C 2.573 0.267 3.554 -0.39
H 4.142 -3.459 -4.397 0.41
H 0.006 -5.267 3.241 0.40
C 0.541 2.743 -1.911 -0.15
C 0.546 1.709 -2.843 0.27
H 1.971 -6.070 0.134 0.42
```

The value obtained for the energy above the lowest of the compared OMol25 structures with the same formula, charge and spin is 0.146 eV. As for the lowest unoccupied orbital energy: 0.01 eV. As for the HOMO-LUMO gap: 6.9085 eV. As for the max |F|: 0.4 eV Å⁻¹.

=====

No. 3
Formula: C45H38BrN9O3SeTa
Source: the Open Molecules 2025 dataset
Level of theory: ωB97M-V with the def2-TZVPD basis set

```
98
Properties=species:S:1:pos:R:3:mulliken_charge:R:1
H -4.207 -0.117 -0.266 0.74
H -5.089 1.775 -1.397 0.51
H -1.415 -0.555 3.909 0.48
N -2.839 -0.847 -1.610 -0.24
H 4.697 0.607 -1.703 0.31
C 4.192 1.393 -1.141 -0.46
H -2.805 -2.628 -9.061 0.41
H -5.031 2.496 3.135 0.55
H -3.037 -3.756 -6.877 0.40
C 1.202 0.335 4.088 -0.23
H 5.590 2.904 -1.735 0.38
C -2.361 1.976 3.158 1.19
N 3.742 0.785 0.146 0.10
C -0.585 -2.900 0.224 -0.17
C -1.181 -1.385 -8.424 -0.58
C -0.378 3.966 3.117 -0.75
C 2.716 -3.567 3.947 0.79
C -2.163 -2.349 -8.238 -0.46
O -2.332 -0.253 0.548 -0.10
C 5.147 2.529 -0.814 -0.71
H -0.697 4.026 -1.059 0.57
O 6.198 2.068 0.003 -0.36
C 2.233 -2.196 4.043 0.66
H -1.060 -0.912 -9.388 0.40
H 0.382 4.735 3.090 0.53
H -1.735 5.110 4.325 0.44
C 1.319 -1.743 3.093 -0.51
C 2.518 0.575 0.423 0.05
N 0.816 -0.479 3.104 0.51
C -2.300 -2.976 -7.008 -0.61
C -2.766 4.226 -1.625 -0.82
C -4.287 -1.282 3.034 -0.92
H 1.453 -1.114 -5.317 0.48
C -3.486 1.008 3.132 1.10
H -1.322 -2.454 -0.429 0.30
C -0.194 -4.222 0.065 -1.11
H -1.890 -1.842 3.024 0.29
Br 1.465 -0.639 -2.514 -0.15
H -1.544 -3.154 -5.012 0.59
H 4.382 0.122 2.047 0.34
C -1.566 4.178 3.803 -1.10
H 3.319 1.730 -1.696 0.43
C -1.139 1.731 2.500 -0.07
C -3.026 1.543 -0.881 0.79
H 6.608 1.362 1.852 0.40
C -0.173 2.752 2.484 -0.37
H 0.436 -0.303 -7.529 0.43
C 0.411 -1.239 -5.042 -0.78
H 4.611 3.351 -0.322 0.33
C -2.540 3.194 3.819 -0.74
N -1.878 -0.824 3.043 -0.41
H 2.369 0.659 5.849 0.55
C -4.123 2.265 -1.336 -0.85
H 0.772 1.326 4.096 0.39
N -1.524 -0.748 -2.018 0.16
H -2.664 5.263 -1.914 0.50
H -0.637 -4.812 -0.724 0.57
N 3.580 -4.083 4.781 -0.83
C -0.499 -1.636 -6.125 0.41
C -5.859 0.528 3.078 -1.02
H -3.455 3.372 4.368 0.59
C 0.742 -4.758 0.924 -0.64
H 5.203 2.447 1.774 0.32
H -2.067 -1.139 -3.977 0.59
H 3.335 -1.658 5.808 0.62
H -4.073 -2.345 3.008 0.47
C -3.173 0.077 -0.556 -1.30
C -0.341 -1.041 -7.378 -0.45
H -4.861 4.138 -2.067 0.48
Ta -0.661 0.033 1.284 1.47
C 5.737 1.637 1.261 -0.67
Se 3.861 -5.760 4.266 0.39
C -3.998 3.594 -1.712 -0.98
H -6.414 -1.545 3.010 0.47
H -3.527 -0.842 -2.360 0.43
C -1.473 -2.623 -5.954 -0.42
C 2.633 -1.319 5.056 -0.67
H 0.133 1.924 -0.574 -0.01
H 0.777 2.600 1.976 0.37
C -1.275 -0.969 -3.247 -0.39
C -1.815 2.212 -0.799 0.37
N 1.395 0.380 0.684 -0.07
C 0.074 -1.006 -3.768 0.31
C 2.104 -0.048 5.075 -1.13
C -1.659 3.534 -1.152 -0.64
C 1.269 -3.952 1.940 0.60
C -4.813 1.436 3.125 -0.99
C -3.258 -0.362 3.080 0.19
C 0.833 -2.637 2.041 -0.38
C -5.600 -0.834 3.036 -0.73
N -0.079 -2.116 1.187 0.57
H 1.074 -5.784 0.836 0.62
O -0.690 1.496 -0.298 0.50
H -6.880 0.885 3.077 0.48
C 2.243 -4.431 2.910 0.84
N 2.724 -5.648 2.906 -0.84
C 4.830 0.426 1.102 -0.37
H 5.376 -0.411 0.665 0.30
```

The value obtained for the energy above the lowest of the compared OMol25 structures with the same formula, charge and spin is 0.000 eV. As for the lowest unoccupied orbital energy: -8.80 eV. As for the HOMO-LUMO gap: 5.7105 eV. As for the net charge: +3. As for the max |F|: 0.4 eV Å⁻¹.